# 1
Formula: C12H36O6
Source: OMol25
Level of theory: the ωB97M-V functional and the def2-TZVPD basis

Calculated values
* SMILES: CCO.CCO.CCO.CCO.CCO.CCO
* LUMO energy: 0.4 eV
* E_tot: -25311.021 eV
* relative energy (zero: lowest compared OMol25 entry of this formula, charge and spin): 2.181 eV
* highest occupied orbital energy: -9.527 eV

Geometry as ORCA input:
```
! RIJCOSX wB97M-V def2-TZVPD def2/J DEFGRID3
* xyz 0 1
C -3.2928 -5.1557 -0.3178
C -3.0962 -3.6701 -0.1313
O -1.8811 -3.2772 -0.7202
H -2.5083 -5.7522 0.1529
H -3.4033 -5.4351 -1.3629
H -4.1670 -5.4659 0.2665
H -3.1153 -3.4244 0.9443
H -4.0075 -3.1218 -0.4181
H -1.6266 -2.4151 -0.3431
C -3.0822 2.4696 -0.5507
C -4.4173 2.9097 -1.1503
O -4.2827 4.0359 -1.9968
H -2.7053 3.2679 0.0833
H -2.3755 2.1415 -1.3112
H -3.3228 1.5778 0.0372
H -5.0887 3.1541 -0.3264
H -4.9141 2.0842 -1.6723
H -3.6849 3.8307 -2.7192
C 4.2057 0.9993 -2.3164
C 4.9092 1.0118 -3.6783
O 5.4140 -0.2854 -3.9395
H 4.8981 0.6722 -1.5424
H 3.3883 0.2786 -2.3840
H 3.7737 1.9571 -2.0189
H 5.7623 1.6928 -3.6515
H 4.2414 1.4323 -4.4364
H 4.7202 -0.8295 -4.3234
C 2.1648 2.5061 0.6475
C 3.5644 2.0949 1.1045
O 3.7275 2.5251 2.4458
H 1.8849 3.4962 1.0046
H 1.3429 1.8475 0.9273
H 2.2071 2.4947 -0.4440
H 4.3092 2.5711 0.4578
H 3.6788 1.0109 0.9864
H 4.5788 2.2238 2.7788
C -1.5428 -2.0676 3.4925
C -0.4049 -1.1655 3.8798
O -0.3156 -0.1195 2.9021
H -2.4660 -1.5541 3.2173
H -1.8776 -2.7577 4.2707
H -1.2466 -2.6921 2.6466
H 0.5419 -1.7099 3.9471
H -0.5895 -0.7022 4.8575
H 0.4099 0.4649 3.1488
C 0.8303 -0.5733 -0.5109
C -0.6048 -0.0203 -0.4933
O -1.3533 -0.7650 0.4482
H 1.4127 -0.3076 -1.3933
H 0.7633 -1.6646 -0.5011
H 1.3676 -0.3121 0.4007
H -1.0373 -0.1353 -1.4866
H -0.5257 1.0441 -0.2572
H -1.1615 -0.4155 1.3493
*
```

Charges computed using Löwdin, reported in e:
1 C -0.10
2 C -0.36
3 O -0.08
4 H 0.07
5 H 0.07
6 H 0.07
7 H 0.10
8 H 0.11
9 H 0.03
10 C -0.09
11 C -0.33
12 O -0.08
13 H 0.08
14 H 0.06
15 H 0.08
16 H 0.11
17 H 0.11
18 H 0.08
19 C -0.09
20 C -0.32
21 O -0.07
22 H 0.08
23 H 0.06
24 H 0.06
25 H 0.11
26 H 0.11
27 H 0.08
28 C -0.08
29 C -0.32
30 O -0.08
31 H 0.08
32 H 0.04
33 H 0.06
34 H 0.10
35 H 0.11
36 H 0.08
37 C -0.09
38 C -0.28
39 O -0.10
40 H 0.08
41 H 0.08
42 H 0.07
43 H 0.12
44 H 0.11
45 H 0.10
46 C -0.07
47 C -0.30
48 O -0.12
49 H 0.06
50 H 0.08
51 H 0.05
52 H 0.12
53 H 0.09
54 H 0.06

=====

# 2
Formula: C48H55ClN4OPPtSSbSe
Source: OMol25
Level of theory: the ωB97M-V functional and the def2-TZVPD basis

Calculated values
* LUMO energy: -5.1 eV
* E_tot: -166444.402 eV
* relative energy (zero: lowest compared OMol25 entry of this formula, charge and spin): 0.000 eV
* highest occupied orbital energy: -12.793 eV

Geometry as ORCA input:
```
! RIJCOSX wB97M-V def2-TZVPD def2/J DEFGRID3
* xyz 2 1
Pt -0.7384 0.6971 0.9778
Cl -0.8519 1.4610 -2.1006
C -1.9682 0.2060 -2.4949
C -2.4007 0.1941 -3.8154
C -3.3513 -0.7192 -4.2302
C -3.8919 -1.6113 -3.3168
C -3.4676 -1.5839 -2.0042
C -2.4771 -0.6958 -1.5564
P -2.0269 -0.8991 0.2070
C -3.7134 -1.0060 0.8879
C -4.5626 0.0879 0.7061
C -5.8721 0.0380 1.1574
C -6.3476 -1.1108 1.7869
C -5.5109 -2.2018 1.9561
C -4.1931 -2.1492 1.5167
C -1.3428 -2.5548 0.4260
C -0.8516 -2.8747 1.6929
C -0.3137 -4.1250 1.9335
C -0.2460 -5.0596 0.9061
C -0.7161 -4.7386 -0.3567
C -1.2666 -3.4856 -0.6011
H -1.9951 0.9197 -4.5032
H -3.6835 -0.7184 -5.2590
H -4.6528 -2.3159 -3.6208
H -3.9121 -2.2763 -1.3003
H -4.2037 0.9745 0.1990
H -6.5280 0.8851 1.0053
H -7.3741 -1.1540 2.1249
H -5.8842 -3.1056 2.4187
H -3.5587 -3.0177 1.6355
H -0.8727 -2.1276 2.4798
H 0.0674 -4.3713 2.9148
H 0.1783 -6.0363 1.0925
H -0.6573 -5.4643 -1.1566
H -1.6244 -3.2400 -1.5915
Se 1.2982 -0.6179 0.3648
S -2.1847 1.7175 2.5221
C -2.5916 0.5050 3.7267
N -3.8449 0.1597 3.9465
C -4.2629 -0.7490 5.0170
C -3.2428 -0.7179 6.1406
C -1.8574 -0.9552 5.5648
N -1.6279 0.0112 4.4938
H -4.5400 0.5415 3.3169
H -4.3648 -1.7543 4.6095
H -5.2437 -0.4246 5.3614
H -3.4764 -1.4823 6.8789
H -3.2719 0.2506 6.6419
H -1.7660 -1.9712 5.1705
H -1.0858 -0.8147 6.3196
H -0.6912 0.3186 4.2779
C 2.8302 2.9722 -0.7254
C 3.6553 2.5703 -1.9165
C 4.5419 3.4887 -2.4791
C 5.3282 3.1625 -3.5682
C 5.2530 1.8972 -4.1348
C 4.3843 0.9678 -3.5962
C 3.5927 1.3057 -2.4983
Sb 2.4404 -0.3223 -1.8414
C 4.0597 -1.6136 -1.3111
C 5.1361 -0.8718 -0.8238
C 6.2858 -1.4970 -0.3666
C 6.3685 -2.8750 -0.4073
C 5.2961 -3.6137 -0.8757
C 4.1211 -3.0131 -1.3226
C 2.9955 -3.9061 -1.7538
C 1.2405 -0.9068 -3.5077
C 0.7102 -2.1924 -3.4400
C -0.0488 -2.7130 -4.4761
C -0.2810 -1.9372 -5.5951
C 0.1967 -0.6406 -5.6402
C 0.9450 -0.0760 -4.6069
C 1.3448 1.3638 -4.7778
H 2.5751 4.0301 -0.7772
H 3.3971 2.8071 0.1929
H 1.9010 2.4107 -0.6373
H 4.6084 4.4809 -2.0506
H 6.0043 3.8988 -3.9805
H 5.8661 1.6389 -4.9875
H 4.3287 -0.0224 -4.0365
H 5.0995 0.2104 -0.8087
H 7.1103 -0.9044 0.0037
H 7.2635 -3.3795 -0.0703
H 5.3619 -4.6938 -0.8924
H 3.2311 -4.9443 -1.5285
H 2.8123 -3.8342 -2.8259
H 2.0789 -3.6579 -1.2147
H 0.8745 -2.8005 -2.5662
H -0.4432 -3.7178 -4.4076
H -0.8514 -2.3306 -6.4257
H -0.0187 -0.0276 -6.5068
H 0.6542 1.8479 -5.4672
H 2.3458 1.4583 -5.1948
H 1.3237 1.9220 -3.8466
C 0.4831 6.0175 2.4612
N -0.2165 4.8491 1.9448
C -1.2142 5.1260 0.9248
C 0.2577 3.5866 2.0646
O 0.0884 2.7783 1.1147
N 0.8741 3.2103 3.2061
C 1.6089 1.9576 3.2178
C 0.7273 3.9296 4.4649
H 0.5895 6.7396 1.6500
H 1.4824 5.7517 2.7955
H -0.0566 6.4975 3.2786
H -1.9289 5.8456 1.3223
H -1.7340 4.2106 0.6584
H -0.7579 5.5440 0.0239
H 0.9674 1.1104 2.9444
H 1.9929 1.7904 4.2201
H 2.4494 1.9780 2.5227
H -0.2299 4.4464 4.4855
H 1.5284 4.6477 4.6455
H 0.7350 3.2036 5.2767
*
```

Atom charges from the Löwdin analysis, given in e for atoms 1 to 99:
1 Pt 0.40
2 Cl 0.75
3 C -0.61
4 C -0.10
5 C -0.04
6 C -0.04
7 C -0.09
8 C -0.33
9 P 0.83
10 C -0.37
11 C -0.13
12 C -0.07
13 C -0.06
14 C -0.07
15 C -0.08
16 C -0.43
17 C -0.16
18 C -0.06
19 C -0.05
20 C -0.06
21 C -0.08
22 H 0.11
23 H 0.12
24 H 0.12
25 H 0.12
26 H 0.11
27 H 0.12
28 H 0.12
29 H 0.12
30 H 0.11
31 H 0.09
32 H 0.11
33 H 0.12
34 H 0.12
35 H 0.09
36 Se 0.27
37 S 0.68
38 C -0.70
39 N 0.07
40 C -0.14
41 C -0.14
42 C -0.14
43 N 0.04
44 H 0.12
45 H 0.12
46 H 0.14
47 H 0.13
48 H 0.13
49 H 0.13
50 H 0.13
51 H 0.11
52 C -0.05
53 C -0.29
54 C -0.03
55 C -0.05
56 C -0.06
57 C -0.14
58 C -0.35
59 Sb 1.39
60 C -0.31
61 C -0.13
62 C -0.06
63 C -0.05
64 C -0.03
65 C -0.28
66 C -0.05
67 C -0.29
68 C -0.14
69 C -0.06
70 C -0.06
71 C -0.05
72 C -0.30
73 C -0.06
74 H 0.09
75 H 0.09
76 H 0.02
77 H 0.12
78 H 0.12
79 H 0.12
80 H 0.11
81 H 0.09
82 H 0.11
83 H 0.12
84 H 0.12
85 H 0.09
86 H 0.09
87 H 0.06
88 H 0.05
89 H 0.11
90 H 0.12
91 H 0.12
92 H 0.09
93 H 0.08
94 H 0.04
95 C -0.04
96 N -0.12
97 C -0.03
98 C -0.55
99 O -0.22

=====

Question: LUMO energy of number 2 (C48H55ClN4OPPtSSbSe)?
Answer: -5.1 eV

=====

Question: Which of these has the highest E_tot?
Answer: C12H36O6